1.
Formula: C16H32N2O6
Source: the OMol25 dataset
Level of theory: wB97M-V/def2-TZVPD

```
56
C16H32N2O6, DFT wB97M-V/def2-TZVPD
C 3.703 0.996 -1.579
C 3.038 2.270 -1.971
O 2.909 3.213 -0.861
C 1.548 3.090 -0.243
H 1.541 3.778 0.341
C 1.111 1.739 0.593
H 1.003 0.855 0.018
H 1.903 1.636 1.174
O -0.119 1.981 1.152
C -1.147 1.773 0.501
O -1.266 1.783 -0.661
N -2.386 2.095 1.170
H -2.123 1.939 2.150
C -3.606 2.006 0.791
H -3.557 1.962 -0.460
C -4.415 0.598 1.294
C -3.697 -0.788 0.598
C -4.094 -0.823 -0.862
H -3.578 0.203 -1.555
C -3.496 -1.998 -1.440
C -2.138 -1.835 -2.294
N -1.247 -1.142 -1.148
C -0.564 -1.842 -0.266
O -0.630 -3.109 -0.041
O 0.062 -0.950 0.321
C 0.844 -1.722 1.614
C 2.154 -2.431 1.208
O 3.041 -0.982 0.995
C 4.298 -1.497 1.168
C 4.888 -2.346 -0.050
H 5.947 -2.286 -0.136
H 4.538 -1.861 -1.184
H 4.454 -3.265 -0.063
H 4.860 -0.619 1.024
H 4.585 -2.041 2.005
H 2.572 -2.696 2.045
H 2.075 -2.828 0.117
H 0.857 -0.959 2.662
H 0.156 -2.550 2.007
H -1.250 -0.099 -1.105
H -2.099 -1.248 -2.909
H -1.836 -2.725 -2.287
H -4.232 -2.470 -2.302
H -3.423 -2.955 -0.762
H -5.249 -0.725 -1.126
H -2.497 -0.669 0.684
H -4.039 -1.610 1.114
H -5.261 0.564 0.915
H -4.279 0.641 2.154
H -4.321 2.851 1.163
H 0.723 3.355 -1.002
H 1.922 2.088 -2.434
H 3.629 2.925 -2.809
H 4.706 1.161 -1.182
H 3.880 0.351 -2.462
H 3.179 0.491 -0.710
```

Summary:
E_LUMO: 0.58 eV
Total energy: -1189.2199 hartree
Spin multiplicity: 1
Largest force on an atom: 19.036 eV/Å
Highest occupied orbital energy: -8.881 eV
Orbital gap: 0.34773 hartree
Relative energy (zero: lowest compared OMol25 entry of this formula, charge and spin): 399.26 kcal/mol

Löwdin population analysis, charges in e, atoms 1 to 4: atom 1 (C): -0.113, atom 2 (C): -0.288, atom 3 (O): -0.159, atom 4 (C): -0.065

2.
Formula: C41H61CaN9O7S2Se
Source: the OMol25 dataset
Level of theory: wB97M-V/def2-TZVPD

```
122
C41H61CaN9O7S2Se, DFT wB97M-V/def2-TZVPD
Ca -0.750 -1.395 -0.492
C 1.899 4.975 4.038
C 1.503 5.005 2.554
C 0.515 6.158 2.326
C 2.763 5.300 1.739
C 0.858 3.680 2.156
C 1.369 2.844 1.174
C 0.726 1.673 0.822
Se 1.491 0.579 -0.554
C 0.772 1.424 -2.127
C 1.520 2.426 -2.712
C 1.079 3.122 -3.833
C -0.163 2.755 -4.347
C -0.952 1.751 -3.805
C -0.495 1.030 -2.650
O -1.206 0.106 -2.112
C -2.310 1.388 -4.408
C -2.313 -0.079 -4.868
C -3.426 1.617 -3.374
C -2.655 2.245 -5.633
C 1.947 4.228 -4.430
C 2.195 5.321 -3.381
C 1.295 4.885 -5.648
C 3.299 3.649 -4.874
C -0.492 1.245 1.426
O -1.121 0.220 1.009
C -0.973 2.067 2.505
C -0.305 3.245 2.797
C -2.224 1.730 3.335
C -1.896 1.855 4.835
C -2.791 0.316 3.143
C -3.340 2.730 2.988
H 2.352 5.926 4.340
H 2.615 4.173 4.225
H 1.030 4.796 4.674
H 0.958 7.115 2.622
H -0.399 6.012 2.905
H 0.232 6.215 1.273
H 3.192 6.256 2.051
H 2.541 5.361 0.671
H 3.520 4.526 1.881
H 2.281 3.097 0.647
H 2.478 2.670 -2.263
H -0.535 3.277 -5.219
H -2.086 -0.746 -4.041
H -1.563 -0.233 -5.648
H -3.293 -0.339 -5.284
H -3.221 1.056 -2.465
H -4.392 1.307 -3.789
H -3.492 2.677 -3.117
H -1.927 2.116 -6.438
H -2.707 3.309 -5.385
H -3.633 1.942 -6.017
H 1.249 5.764 -3.061
H 2.832 6.114 -3.788
H 2.683 4.915 -2.494
H 0.335 5.337 -5.391
H 1.125 4.163 -6.450
H 1.948 5.672 -6.035
H 3.831 3.205 -4.032
H 3.935 4.431 -5.305
H 3.152 2.866 -5.620
H -0.718 3.875 3.581
H -1.096 1.163 5.104
H -2.780 1.609 5.432
H -1.577 2.861 5.114
H -2.031 -0.447 3.315
H -3.169 0.161 2.136
H -3.606 0.177 3.864
H -3.026 3.759 3.181
H -4.237 2.526 3.583
H -3.602 2.650 1.931
C -3.278 -5.522 2.623
N -2.600 -4.267 2.956
C -1.398 -4.493 3.741
C -2.442 -3.374 1.872
N -1.349 -2.938 1.404
N -3.690 -2.979 1.407
C -4.044 -2.286 0.271
N -5.444 -2.340 0.093
N -3.226 -1.677 -0.477
H -3.379 -6.109 3.537
H -2.725 -6.099 1.875
H -4.275 -5.340 2.227
H -1.687 -4.999 4.663
H -0.943 -3.536 3.993
H -0.643 -5.093 3.223
H -0.545 -3.416 1.815
H -4.439 -3.135 2.057
H -5.762 -3.301 0.088
H -5.711 -1.904 -0.777
H -3.678 -1.277 -1.294
S -3.280 -5.554 -1.317
C -2.117 -4.409 -1.597
N -1.311 -3.595 -1.813
O 0.968 -2.026 -2.740
H 0.277 -2.714 -2.708
H 1.785 -2.505 -2.544
O 1.444 -4.905 2.470
C 2.023 -4.935 1.378
N 1.761 -4.178 0.317
S 2.730 -4.489 -0.923
O 2.052 -5.039 -2.068
O 3.599 -3.361 -1.194
C 3.684 -5.768 -0.129
C 4.729 -6.540 -0.594
C 5.268 -7.476 0.282
C 4.762 -7.622 1.571
C 3.705 -6.838 2.014
C 3.171 -5.906 1.141
H 5.108 -6.423 -1.601
H 6.089 -8.104 -0.041
H 5.203 -8.361 2.229
H 3.288 -6.939 3.009
N 3.348 -1.923 1.704
C 2.299 -1.853 2.587
N 2.580 -2.364 3.865
O 1.240 -1.317 2.321
H 4.075 -2.593 1.887
H 3.074 -1.865 0.735
H 2.984 -3.290 3.813
H 1.700 -2.430 4.358
```

Summary:
E_LUMO: 3.92 eV
Total energy: -6494.2198 hartree
Spin multiplicity: 1
Net charge: -2
Largest force on an atom: 0.516 eV/Å
Highest occupied orbital energy: -1.904 eV
Orbital gap: 0.21392 hartree
Relative energy (zero: lowest compared OMol25 entry of this formula, charge and spin): 0.00 kcal/mol

Löwdin population analysis, charges in e, atoms 1 to 4: atom 1 (Ca): 1.218, atom 2 (C): -0.061, atom 3 (C): -0.564, atom 4 (C): -0.060

3.
Formula: C19H14N7O6Rh
Source: the OMol25 dataset
Level of theory: wB97M-V/def2-TZVPD

```
47
C19H14N7O6Rh, DFT wB97M-V/def2-TZVPD
Rh -0.383 -0.242 1.022
C 1.882 -0.643 -1.874
C 2.322 -0.381 -0.482
N 1.535 -0.202 0.567
C 2.318 0.069 1.655
C 3.616 0.026 1.278
N 3.599 -0.260 -0.064
C 4.898 0.214 1.997
O 4.800 0.509 3.272
O 5.936 0.088 1.393
C 1.645 0.441 2.910
O 2.310 0.665 3.922
O 0.370 0.505 2.795
H 0.797 -0.688 -1.892
H 2.292 -1.583 -2.248
H 2.206 0.162 -2.534
H 4.445 -0.341 -0.610
H 3.844 0.562 3.568
O -0.814 1.131 -0.321
C -2.107 1.199 -0.654
C -2.693 2.456 -0.812
C -4.032 2.578 -1.129
C -4.832 1.448 -1.306
C -4.251 0.201 -1.207
C -2.895 0.067 -0.911
C -2.242 -1.230 -0.883
N -1.007 -1.438 -0.445
C -0.710 -2.776 -0.631
C -1.769 -3.372 -1.220
N -2.726 -2.383 -1.375
H -2.065 3.323 -0.655
H -4.469 3.564 -1.222
H -5.888 1.546 -1.513
H -4.868 -0.681 -1.340
H 0.234 -3.195 -0.334
H -1.924 -4.384 -1.547
H -3.630 -2.496 -1.798
N -3.514 0.784 3.621
C -2.606 -0.033 3.061
O -2.213 0.257 1.884
C -2.154 -1.169 3.777
C -2.580 -1.471 5.091
N -2.999 -1.686 6.144
C -1.199 -1.856 3.049
N -0.450 -2.186 2.225
H -3.726 1.643 3.147
H -3.762 0.680 4.590
```

Summary:
E_LUMO: -0.65 eV
Total energy: -1677.8452 hartree
Spin multiplicity: 1
Largest force on an atom: 1.254 eV/Å
Highest occupied orbital energy: -8.356 eV
Orbital gap: 0.28313 hartree
Relative energy (zero: lowest compared OMol25 entry of this formula, charge and spin): 5.54 kcal/mol

Löwdin population analysis, charges in e, atoms 1 to 4: atom 1 (Rh): 1.270, atom 2 (C): 0.018, atom 3 (C): -0.285, atom 4 (N): 0.025

4.
Formula: C7H9NOS2
Source: the OMol25 dataset
Level of theory: wB97M-V/def2-TZVPD

```
20
C7H9NOS2, DFT wB97M-V/def2-TZVPD
C 3.234 -1.241 -0.660
C 3.873 -0.970 0.552
C 2.245 0.793 -0.130
C -1.444 -0.901 -0.333
C -1.388 0.474 -0.232
C -2.086 1.293 0.761
C -0.405 1.312 -1.184
N 2.332 -0.233 -1.037
O 1.643 -0.330 -2.098
S 3.193 0.412 1.264
S 1.048 2.044 -0.312
H 3.531 -1.978 -1.391
H 4.801 -1.376 0.814
H -0.678 -1.183 -1.082
H -2.096 -1.557 0.210
H -1.952 2.395 0.663
H -1.795 0.992 1.737
H -3.171 1.202 0.794
H -0.226 0.658 -2.120
H -0.847 2.258 -1.477
```

Summary:
E_LUMO (spin up / spin down): 0.41 / 0.41 eV
Total energy: -1198.3661 hartree
Spin multiplicity: 1
Largest force on an atom: 4.295 eV/Å
Highest occupied orbital energy (spin up / spin down): -8.168 / -8.169 eV
Orbital gap (spin up / spin down): 0.31541 / 0.31543 hartree
Relative energy (zero: lowest compared OMol25 entry of this formula, charge and spin): 66.32 kcal/mol

Löwdin population analysis, charges in e, atoms 1 to 4: atom 1 (C): -0.087, atom 2 (C): -0.392, atom 3 (C): -0.823, atom 4 (C): 0.062

5.
Formula: C61H156N10O12
Source: the OMol25 dataset
Level of theory: wB97M-V/def2-TZVPD

```
239
C61H156N10O12, DFT wB97M-V/def2-TZVPD
C -0.087 -0.560 -4.367
C -1.531 -0.107 -4.412
O -2.190 0.221 -3.409
N -2.117 0.259 -5.832
H -1.591 1.005 -6.265
H -1.874 -0.550 -6.386
C -3.685 0.475 -5.821
H 0.112 -1.631 -4.399
H 0.296 -0.339 -3.370
H 0.546 -0.061 -5.100
H -3.967 1.264 -5.125
H -4.157 -0.466 -5.537
H -3.873 0.687 -6.874
C 3.842 -1.899 -2.314
C 4.598 -3.123 -1.893
O 5.754 -3.104 -1.544
N 3.842 -4.438 -2.137
H 4.195 -5.223 -1.608
H 2.933 -4.409 -1.697
C 3.640 -4.876 -3.588
H 3.243 -1.667 -1.433
H 3.011 -1.999 -3.013
H 4.569 -1.128 -2.567
H 3.535 -3.998 -4.226
H 2.729 -5.464 -3.699
H 4.524 -5.396 -3.954
C 3.388 3.556 1.867
C 2.106 4.254 2.356
O 1.059 3.847 1.980
N 2.318 5.078 3.653
H 3.251 4.999 4.032
H 2.247 6.022 3.303
C 1.271 4.772 4.731
H 3.185 2.608 1.368
H 4.109 3.438 2.676
H 3.914 4.201 1.163
H 1.190 3.691 4.848
H 0.265 5.050 4.417
H 1.628 5.271 5.632
C 1.431 0.538 2.920
C 1.107 0.659 1.400
N -0.131 -0.154 0.899
C 0.284 -1.649 1.017
C -1.406 0.061 1.788
C -2.811 -0.282 1.125
C -0.408 0.094 -0.626
C -0.505 1.606 -0.988
O -1.594 2.215 -0.299
C -1.755 3.615 -0.745
H 0.622 0.922 3.542
H 2.366 1.052 3.141
H 1.563 -0.456 3.348
H 1.966 0.276 0.848
H 0.983 1.707 1.126
H 1.237 -1.781 0.505
H -0.488 -2.315 0.631
H 0.507 -1.814 2.071
H -1.387 1.120 2.047
H -1.373 -0.471 2.739
H -2.840 -1.301 0.741
H -3.022 0.294 0.224
H -3.549 -0.165 1.919
H -1.293 -0.502 -0.846
H 0.403 -0.265 -1.260
H -0.622 1.641 -2.071
H 0.458 2.090 -0.824
H -2.570 4.080 -0.190
H -1.924 3.637 -1.822
H -0.936 4.221 -0.355
C 5.604 -1.847 6.097
C 4.604 -2.894 6.723
N 3.106 -2.537 6.534
C 2.755 -1.309 7.387
C 2.799 -2.225 5.078
C 2.995 -3.420 4.129
C 2.205 -3.749 6.973
C 2.105 -4.087 8.496
O 3.335 -4.267 9.212
C 4.117 -5.421 8.757
H 6.620 -2.210 6.253
H 5.598 -0.917 6.664
H 5.594 -1.609 5.033
H 4.620 -2.939 7.812
H 4.807 -3.913 6.395
H 3.340 -0.527 6.903
H 3.032 -1.359 8.440
H 1.694 -1.081 7.281
H 3.379 -1.360 4.755
H 1.769 -1.866 5.081
H 4.054 -3.682 4.143
H 2.690 -3.096 3.134
H 2.390 -4.297 4.362
H 2.609 -4.683 6.581
H 1.177 -3.828 6.617
H 1.541 -5.015 8.594
H 1.633 -3.302 9.086
H 3.468 -6.238 8.438
H 4.770 -5.896 9.489
H 4.841 -5.177 7.980
C -0.521 -4.763 2.796
C -0.118 -5.289 1.365
N -0.031 -6.818 1.177
C 0.011 -7.134 -0.326
C 1.372 -7.292 1.850
C 1.829 -8.699 1.487
C -1.232 -7.544 1.827
C -2.631 -7.155 1.219
O -3.100 -5.941 1.675
C -4.450 -5.724 1.276
H -0.476 -3.681 2.919
H 0.167 -5.172 3.536
H -1.551 -4.915 3.118
H 0.822 -4.929 0.947
H -0.879 -4.944 0.664
H 0.989 -6.861 -0.722
H -0.760 -6.593 -0.874
H -0.258 -8.191 -0.342
H 1.245 -7.191 2.928
H 2.154 -6.616 1.504
H 2.860 -8.888 1.786
H 1.833 -9.008 0.442
H 1.325 -9.482 2.053
H -1.427 -7.314 2.875
H -0.988 -8.600 1.716
H -3.343 -7.922 1.523
H -2.632 -7.247 0.133
H -5.078 -6.602 1.426
H -4.627 -5.389 0.254
H -4.819 -5.032 2.032
C 2.701 6.255 -0.599
C 1.969 6.867 -1.763
N 1.981 6.043 -3.136
C 3.354 5.379 -3.321
C 0.888 4.887 -2.977
C 1.094 3.734 -4.075
C 1.593 6.961 -4.339
C 2.782 7.714 -5.006
O 3.337 8.500 -3.946
C 4.723 8.909 -4.175
H 3.770 6.153 -0.785
H 2.321 5.272 -0.322
H 2.493 6.857 0.285
H 2.359 7.870 -1.937
H 0.920 6.992 -1.495
H 3.420 5.115 -4.376
H 3.375 4.482 -2.702
H 4.180 6.040 -3.058
H -0.096 5.353 -3.016
H 0.985 4.460 -1.979
H 0.278 3.014 -4.010
H 2.039 3.213 -4.227
H 0.906 4.192 -5.046
H 0.793 7.633 -4.029
H 1.158 6.290 -5.080
H 2.457 8.419 -5.771
H 3.495 7.057 -5.504
H 5.016 9.707 -3.493
H 4.896 9.278 -5.186
H 5.330 8.047 -3.899
C -8.869 -5.665 -3.512
C -7.629 -5.653 -4.452
N -6.247 -4.963 -3.965
C -5.699 -5.836 -2.848
C -5.215 -4.948 -5.114
C -5.676 -4.055 -6.347
C -6.553 -3.559 -3.498
C -5.408 -2.634 -3.236
O -4.520 -3.109 -2.238
C -3.204 -2.845 -2.413
H -8.668 -6.302 -2.650
H -9.729 -5.954 -4.116
H -8.970 -4.629 -3.187
H -7.951 -5.019 -5.278
H -7.262 -6.582 -4.887
H -4.735 -5.496 -2.468
H -5.622 -6.909 -3.022
H -6.460 -5.637 -2.093
H -5.087 -5.984 -5.428
H -4.250 -4.669 -4.691
H -6.495 -4.460 -6.942
H -4.820 -3.864 -6.995
H -6.012 -3.037 -6.147
H -7.223 -3.695 -2.648
H -7.262 -3.096 -4.184
H -5.774 -1.719 -2.772
H -4.929 -2.359 -4.176
H -2.604 -3.205 -1.577
H -3.105 -1.764 -2.317
H -2.720 -3.286 -3.284
C -1.304 2.017 6.490
O -0.626 2.401 7.654
C 0.163 1.287 8.065
C 1.256 1.549 9.100
N 1.829 3.005 8.916
H 2.425 2.898 8.108
H 1.148 3.647 8.535
C 2.509 3.705 10.129
C 3.536 4.666 9.631
O 3.051 5.363 8.474
C 3.991 6.076 7.743
H -1.721 2.891 5.989
H -2.089 1.307 6.750
H -0.608 1.568 5.782
H 0.788 1.062 7.201
H -0.385 0.397 8.376
H 2.096 0.864 8.990
H 0.631 1.516 9.993
H 2.949 2.994 10.827
H 1.643 4.193 10.576
H 4.321 3.949 9.387
H 3.874 5.374 10.388
H 3.387 6.610 7.010
H 4.621 5.401 7.164
H 4.444 6.791 8.430
C -4.471 4.033 -10.369
O -3.241 4.697 -10.047
C -2.035 3.950 -10.331
C -0.746 4.809 -9.775
N -0.886 5.227 -8.258
H -1.143 4.340 -7.850
H 0.060 5.296 -7.911
C -1.885 6.337 -7.850
C -2.135 6.434 -6.321
O -2.188 5.104 -5.853
C -2.628 4.988 -4.464
H -4.427 3.552 -11.346
H -5.280 4.761 -10.302
H -4.642 3.296 -9.584
H -1.954 3.789 -11.406
H -2.093 2.967 -9.864
H -0.527 5.748 -10.283
H 0.052 4.067 -9.807
H -2.834 6.159 -8.357
H -1.407 7.205 -8.304
H -3.096 6.872 -6.052
H -1.492 7.160 -5.824
H -2.154 5.655 -3.743
H -2.352 3.993 -4.114
H -3.715 5.024 -4.395
```

Summary:
E_LUMO: -19.24 eV
Total energy: -3862.9277 hartree
Spin multiplicity: 1
Net charge: +10
Largest force on an atom: 5.060 eV/Å
Highest occupied orbital energy: -24.561 eV
Orbital gap: 0.19542 hartree

Löwdin population analysis, charges in e, atoms 1 to 4: atom 1 (C): 0.034, atom 2 (C): -0.281, atom 3 (O): 0.102, atom 4 (N): 0.124

6.
Formula: C2H3Cl3S
Source: the OMol25 dataset
Level of theory: wB97M-V/def2-TZVPD

```
9
C2H3Cl3S, DFT wB97M-V/def2-TZVPD
S 0.568 1.086 -1.494
C 0.447 0.312 0.135
Cl 1.807 -0.828 0.400
C -0.999 -0.511 0.480
Cl -1.167 -1.623 -0.943
Cl -2.258 0.655 0.451
H 1.529 0.369 -2.067
H 0.425 1.104 1.030
H -0.860 -1.074 1.445
```

Summary:
E_LUMO: 0.63 eV
Total energy: -1856.7383 hartree
Spin multiplicity: 1
Largest force on an atom: 3.779 eV/Å
Highest occupied orbital energy: -9.720 eV
Orbital gap: 0.38032 hartree
Relative energy (zero: lowest compared OMol25 entry of this formula, charge and spin): 17.52 kcal/mol

Löwdin population analysis, charges in e, atoms 1 to 4: atom 1 (S): 0.658, atom 2 (C): -1.156, atom 3 (Cl): 0.525, atom 4 (C): -1.165